1.
7
Properties=species:S:1:pos:R:3:forces:R:3:mulliken_charge:R:1 method="wB97M-V/def2-TZVPD" charge=0 e_above_lowest_kcal_mol=5.36 e_lumo_ha=0.0229 orbital_gap_ev=11.594 e_tot_ha=-1135.07642 homo_energy_ev=-10.970 smiles=C#CC(F)(Cl)Cl
C -0.826 -0.231 0.234 0.298 1.222 -0.630 0.753
C 0.566 -0.033 -0.115 -2.480 -0.501 1.122 -1.116
C 1.657 0.295 -0.382 1.033 -0.088 -0.227 0.273
H 2.646 0.372 -0.607 2.019 0.510 -0.508 0.523
F -1.094 -1.482 0.579 -0.278 -0.360 0.412 -0.166
Cl -1.705 0.158 -1.284 -0.470 -0.041 0.448 -0.134
Cl -1.244 0.922 1.574 -0.120 -0.742 -0.617 -0.132



2.
18
Properties=species:S:1:pos:R:3:forces:R:3:mulliken_charge:R:1 method="wB97M-V/def2-TZVPD" charge=0 e_above_lowest_kcal_mol=16.96 e_lumo_ha=0.0259 orbital_gap_ev=10.702 e_tot_ha=-401.38602 homo_energy_ev=-9.998 smiles="CNC(C)=O.O.O"
C 2.170 -0.921 -0.659 0.222 0.674 0.385 -1.224
C 1.355 0.120 0.081 -1.065 -0.138 -0.725 0.767
N 0.301 -0.291 0.818 0.695 -0.621 -0.018 -0.060
C -0.125 -1.687 0.851 -0.549 1.127 0.376 -1.097
O 1.544 1.312 -0.139 0.424 0.107 0.454 -0.727
H 1.711 -1.207 -1.602 -0.356 -0.351 0.214 0.284
H 3.002 -0.326 -0.944 1.029 0.275 -0.385 0.387
H 2.551 -1.745 -0.063 -0.407 -0.262 -0.039 0.357
H -0.170 0.399 1.379 -0.162 0.028 -0.133 0.287
H 0.564 -2.286 1.437 0.049 -0.426 -0.402 0.322
H -0.378 -2.013 -0.154 0.621 -0.465 -0.087 0.332
H -1.080 -1.676 1.342 -0.416 -0.167 0.511 0.404
H -3.852 0.216 0.233 -0.063 -0.080 0.435 0.319
H -2.820 -0.697 -0.278 0.173 -0.214 0.162 0.311
O -3.351 -0.563 0.518 -0.017 0.363 -0.609 -0.629
H -0.136 1.838 -0.575 -0.222 0.243 -0.240 0.331
H -0.473 2.316 -1.964 -0.125 0.055 -0.014 0.304
O -0.904 2.046 -1.147 0.170 -0.148 0.113 -0.669